{"formula": "C37H41Br2CoN4O2P", "method": "ωB97M-V/def2-TZVPD", "homo_ev": [-10.38, -10.38], "total_charge": 1, "homo_lumo_gap_ev": [7.006, 7.047], "multiplicity": 1, "elements": ["Co", "Br", "C", "C", "C", "Br", "C", "C", "C", "C", "N", "C", "C", "O", "H", "H", "H", "H", "C", "C", "C", "P", "C", "C", "C", "C", "C", "C", "C", "C", "C", "C", "N", "C", "C", "C", "C", "C", "C", "C", "C", "C", "H", "H", "H", "H", "H", "H", "H", "H", "H", "H", "H", "H", "H", "H", "H", "H", "H", "H", "H", "H", "H", "H", "H", "H", "H", "H", "H", "H", "H", "H", "H", "N", "C", "O", "C", "C", "C", "N", "C", "C", "H", "H", "H", "H", "H", "H"], "coordinates": [[-0.558, 0.032, 0.142], [-4.376, 3.278, 0.059], [-4.378, 1.397, 0.021], [-5.593, 0.694, -0.055], [-5.625, -0.674, -0.066], [-7.286, -1.566, -0.172], [-4.422, -1.416, 0.006], [-4.308, -2.824, 0.029], [-3.073, -3.403, 0.124], [-1.928, -2.592, 0.201], [-1.998, -1.281, 0.175], [-3.223, -0.685, 0.074], [-3.170, 0.732, 0.077], [-1.992, 1.291, 0.155], [-6.517, 1.255, -0.104], [-5.202, -3.431, -0.026], [-2.957, -4.477, 0.147], [-0.946, -3.036, 0.288], [-2.709, -0.493, 3.609], [-1.193, -0.691, 3.601], [-0.807, -2.164, 3.495], [-0.364, 0.343, 2.332], [-0.743, 2.083, 2.778], [-0.010, 3.042, 1.842], [-0.448, 2.410, 4.240], [1.396, 0.063, 2.536], [2.112, 0.009, 3.728], [3.481, -0.222, 3.726], [4.270, -0.267, 5.005], [4.107, -0.406, 2.493], [3.408, -0.368, 1.299], [2.034, -0.133, 1.312], [1.232, -0.106, 0.135], [1.995, -0.147, -1.090], [2.150, -1.348, -1.782], [1.672, -2.652, -1.209], [2.804, -1.336, -3.009], [3.336, -0.171, -3.544], [4.049, -0.177, -4.868], [3.216, 0.999, -2.803], [2.560, 1.035, -1.580], [2.467, 2.323, -0.811], [-3.144, -1.045, 4.443], [-3.161, -0.871, 2.692], [-2.994, 0.554, 3.720], [-0.786, -0.309, 4.543], [-1.227, -2.618, 2.599], [-1.209, -2.705, 4.353], [0.274, -2.307, 3.484], [-1.816, 2.177, 2.584], [1.072, 2.947, 1.953], [-0.284, 4.069, 2.091], [-0.289, 2.868, 0.805], [0.616, 2.308, 4.460], [-1.012, 1.793, 4.939], [-0.722, 3.448, 4.430], [1.600, 0.142, 4.674], [3.619, -0.216, 5.875], [4.970, 0.569, 5.059], [4.855, -1.185, 5.070], [5.174, -0.594, 2.467], [3.927, -0.526, 0.363], [0.906, -2.490, -0.457], [2.496, -3.176, -0.719], [1.283, -3.310, -1.987], [2.902, -2.266, -3.559], [3.728, -1.016, -5.485], [5.128, -0.261, -4.726], [3.862, 0.744, -5.419], [3.639, 1.919, -3.194], [2.761, 3.166, -1.435], [3.127, 2.305, 0.061], [1.459, 2.500, -0.437], [-1.223, 1.697, -6.664], [-0.831, 0.508, -6.141], [-0.468, -0.436, -6.807], [-0.828, 0.418, -4.634], [-0.993, -0.832, -4.059], [-0.934, -0.945, -2.685], [-0.706, 0.102, -1.887], [-0.556, 1.306, -2.439], [-0.611, 1.508, -3.805], [-1.300, 1.755, -7.667], [-1.737, 2.362, -6.114], [-1.145, -1.701, -4.684], [-1.047, -1.907, -2.204], [-0.390, 2.132, -1.760], [-0.449, 2.499, -4.206]]}